This record from OMol25 describes a structure of composition C35H43FGdN7O3S3. The level of theory is ωB97M-V with the def2-TZVPD basis set.

Last column: Löwdin spin population.
Geometry (Å):
Gd  0.641631  -2.051478  1.117215  7.26
C  -2.730703  0.581208  2.446771  0.00
C  -2.177938  -0.753578  2.843638  0.00
C  -1.371093  -0.870417  3.977296  0.00
C  -0.816296  -2.085369  4.341930  0.00
C  -1.076074  -3.227044  3.587148  0.00
C  -1.925994  -3.135362  2.488133  0.00
C  -2.454242  -1.900539  2.106716  0.00
H  -2.966034  1.178493  3.325685  0.00
H  -3.628936  0.473360  1.839754  0.00
H  -1.973890  1.125187  1.874862  0.00
H  -1.190739  0.003963  4.587687  0.00
H  -0.222502  -2.160766  5.241616  0.00
H  -0.732628  -4.194137  3.933870  0.00
H  -2.289405  -4.042711  2.023024  0.00
H  -3.167090  -1.849710  1.291507  0.00
C  1.275748  1.537027  -5.751594  0.00
C  1.537125  2.244806  -4.427201  0.00
N  0.910850  1.546478  -3.298495  0.00
C  1.654321  0.646633  -2.616497  0.00
C  1.172285  -0.098391  -1.591936  0.00
C  1.848148  -1.204911  -0.812088  0.00
O  2.477917  -0.952737  0.234170  -0.01
O  1.465582  -2.369335  -1.097121  -0.01
C  -0.186462  0.047576  -1.164853  0.00
O  -0.688343  -0.657103  -0.245186  -0.01
C  -0.975155  1.008103  -1.907343  0.00
C  -2.328771  1.180603  -1.580841  0.00
C  -3.103410  2.018188  -2.320247  0.00
F  -4.417739  2.127852  -2.042568  0.00
C  -2.585119  2.751026  -3.407189  0.00
C  -1.249009  2.592002  -3.717527  0.00
C  -0.419849  1.719904  -2.988407  0.00
N  -3.460313  3.568790  -4.146517  0.00
C  -4.057078  4.697124  -3.427518  0.00
C  -5.158675  5.321547  -4.302845  0.00
N  -5.559311  4.300998  -5.312653  0.00
C  -4.456010  4.069833  -6.292604  0.00
C  -3.130533  3.924176  -5.513796  0.00
H  1.755644  2.081901  -6.562438  0.00
H  0.209280  1.465636  -5.963854  0.00
H  1.685120  0.527969  -5.731308  0.00
H  1.182745  3.273692  -4.449515  0.00
H  2.607305  2.284742  -4.235512  0.00
H  2.680337  0.538863  -2.942390  0.00
H  -2.736374  0.622034  -0.749733  0.00
H  -0.838779  3.163228  -4.536162  0.00
H  -3.306896  5.458457  -3.183402  0.00
H  -4.484610  4.336281  -2.495802  0.00
H  -4.813909  6.206663  -4.834921  0.00
H  -6.020434  5.599328  -3.699919  0.00
H  -6.420915  4.561428  -5.793483  0.00
H  -5.718949  3.424688  -4.806408  0.00
H  -4.415429  4.914594  -6.977822  0.00
H  -4.690656  3.170890  -6.859328  0.00
H  -2.552981  4.855549  -5.566548  0.00
H  -2.541867  3.132876  -5.971661  0.00
N  -0.873128  -3.600404  -0.363769  -0.01
C  -0.424603  -4.984088  -0.669838  0.00
C  -0.071882  -5.770481  0.601799  0.00
C  1.386735  -6.231994  0.637657  0.00
C  2.397243  -5.092854  0.586514  0.00
N  2.165517  -4.093145  1.666472  -0.01
H  -1.866428  -3.626960  -0.157950  0.00
H  -0.784135  -3.059844  -1.220587  0.00
H  0.454277  -4.897212  -1.307977  0.00
H  -1.187881  -5.513697  -1.243832  0.00
H  -0.714333  -6.646266  0.694814  0.00
H  -0.261075  -5.141174  1.475756  0.00
H  1.585269  -6.892477  -0.208656  0.00
H  1.546407  -6.820260  1.545446  0.00
H  2.337384  -4.560859  -0.363012  0.00
H  3.399305  -5.518701  0.672621  0.00
H  3.029648  -3.557230  1.745158  0.00
H  2.107031  -4.601593  2.547891  0.00
S  4.327049  -2.568068  5.597419  0.00
C  3.617439  -1.369072  4.745962  0.00
S  2.282435  -1.737116  3.613786  0.00
C  2.097896  0.017177  3.283245  -0.02
N  2.928248  0.709554  3.955642  0.00
N  3.769809  -0.019596  4.742633  0.00
C  4.665164  0.745288  5.561058  0.00
C  5.892677  0.256355  5.990748  0.00
C  6.696902  1.047723  6.796468  0.00
C  6.297357  2.320792  7.164550  0.00
C  5.088217  2.817355  6.702108  0.00
C  4.271330  2.037197  5.904598  0.00
S  0.865867  0.522099  2.222631  -0.18
H  6.233795  -0.720438  5.700960  0.00
H  7.647067  0.656053  7.131206  0.00
H  6.925000  2.925523  7.804464  0.00
H  4.776976  3.819510  6.963075  0.00
H  3.328496  2.418840  5.545147  0.00

Forces on atoms 1 to 2 (eV/Å):
Gd -1.13 -0.81 1.60
C 0.09 -0.07 -0.01

## Properties
molar mass	882.22	g/mol
spin multiplicity	8
total charge	+2
orbital gap (alpha / beta)	4.76 / 5.82	eV
expectation value of S²	15.99